The following is a DFT calculation (wB97M-V/def2-TZVPD) of a structure of composition C30H55BrCl2IMgNNaO17S.

Element x y z (Å)
I 0.717 0.389 -2.503
Br 3.423 9.075 4.041
Cl -1.118 8.809 4.316
Cl -0.284 10.455 2.034
S 3.475 1.806 -1.143
Mg 5.403 5.474 1.403
Na -6.271 0.341 1.870
O 5.977 10.636 -2.508
O 2.030 2.128 -0.482
O 3.391 0.216 -1.139
O 4.819 8.741 -2.833
O 0.667 -4.175 -2.201
O -0.123 -6.051 -3.174
O 5.826 9.084 -0.885
O -5.346 3.755 0.056
O 4.275 6.820 -0.075
O -3.487 -2.666 0.206
O 4.490 2.316 -0.280
O 3.570 2.224 -2.492
O 2.702 -5.480 4.313
O 2.031 7.150 0.158
O 3.620 8.612 0.837
O 1.810 -5.059 -3.803
O -4.354 -6.093 0.591
N -2.080 -0.720 1.983
C 3.612 5.649 -2.161
C -3.537 -0.646 2.096
C 0.015 0.504 1.802
C -4.965 -0.096 -1.905
C -1.404 0.540 2.368
C -4.030 -1.482 -0.216
C 1.325 0.893 -0.396
C -4.107 -0.419 0.684
C -4.466 -1.325 -1.518
C 2.125 -1.575 0.117
C -0.017 0.877 0.316
C 2.639 9.545 1.300
C -2.643 -7.400 1.792
C 3.399 -3.230 1.535
C 2.002 -6.054 -4.827
C 2.167 -4.416 5.091
C -4.111 -7.184 1.470
C 2.430 -0.086 -0.063
C -5.063 0.962 -1.024
C -4.647 0.830 0.296
C -0.515 -4.144 -1.405
C 2.597 -2.130 1.438
C 5.535 9.547 -2.175
C -4.170 -7.379 -1.519
C 4.009 5.554 -0.710
C -3.745 -6.184 -0.689
C -1.119 8.993 2.559
C 3.155 7.535 0.300
C 0.710 -5.188 -3.077
C 1.128 -5.797 -6.034
H 2.992 0.265 0.811
H 3.262 5.003 -0.124
H -4.653 -6.947 2.385
H -0.417 1.893 0.250
H 5.336 8.257 -0.975
H 1.287 -4.786 -6.410
H -1.855 -0.869 1.007
H -2.656 -6.155 -0.592
H -0.365 -3.371 -0.655
H 1.599 -3.773 4.421
H -4.558 -8.099 1.070
H 3.531 4.656 -2.598
H 1.834 -7.048 -4.412
H -1.967 1.397 1.971
H -2.202 -6.490 2.202
H -0.676 -5.098 -0.909
H 0.355 -0.521 1.952
H 4.389 -3.184 1.084
H -1.391 0.574 3.457
H 4.350 6.234 -2.712
H -3.712 -7.328 -2.506
H -4.037 -5.266 -1.206
H 1.500 -4.795 5.869
H -3.866 -8.321 -1.062
H 3.205 -6.049 4.901
H 2.289 -1.559 2.317
H -0.615 8.138 2.121
H -0.688 0.245 -0.255
H 2.126 10.014 0.458
H -5.448 1.908 -1.365
H -5.255 -7.402 -1.634
H -5.296 0.058 -2.923
H 4.968 5.002 -0.646
H 1.040 -1.701 0.106
H 3.052 -5.984 -5.101
H 0.073 -5.894 -5.782
H 2.963 -3.829 5.556
H 2.653 6.157 -2.252
H -3.878 0.129 2.791
H 3.174 10.307 1.847
H 3.061 -4.138 2.025
H 2.558 -2.162 -0.694
H -1.380 -3.888 -2.017
H -4.390 -2.163 -2.198
H -5.542 4.173 -0.789
H -2.067 -7.678 0.908
H -4.595 4.258 0.390
H -4.162 -3.309 0.466
H 1.359 -6.509 -6.825
H 0.640 1.195 2.369
H -4.710 1.668 1.016
H -3.926 -1.600 2.466
H -2.146 9.045 2.218
H 1.924 9.062 1.947
H -2.535 -8.201 2.523

Computed properties:
net charge = +1
lowest unoccupied orbital energy = -6.44 eV
HOMO level = -8.7 eV
energy = -192168.1009 eV